No. 1
C22H32Cl2F3N2O3 | wB97M-V/def2-TZVPD

Structure (XYZ):
```
64
Properties=species:S:1:pos:R:3:mulliken_charge:R:1
C 0.8034 -1.5104 2.9555 -1.38
C 0.5717 -1.1840 1.4631 1.79
C 1.6115 -1.9370 0.6357 -1.61
C 0.6538 0.3333 1.3441 -2.84
C 0.2829 0.8760 -0.0532 4.09
C 1.6139 1.1298 -0.8051 -1.73
C 1.4524 1.9041 -2.1262 -0.27
C 2.7115 1.8314 -2.9545 -0.37
O 3.5287 2.7138 -2.9067 -0.56
N 2.9531 0.6965 -3.7971 -0.27
C 1.8258 -0.0707 -4.2134 0.24
C 0.8556 0.5415 -5.0003 -0.24
C -0.2643 -0.1765 -5.3899 -0.66
C -0.3962 -1.5120 -5.0251 -0.52
C 0.5847 -2.1272 -4.2648 -0.68
C 1.6997 -1.4071 -3.8533 -0.12
C -0.3744 2.2401 0.1140 -2.41
O -1.5313 2.0865 0.9592 -0.36
C -2.0588 3.2271 1.4188 1.04
F -1.1991 3.9281 2.1851 -0.30
F -3.1270 2.9322 2.1595 -0.25
F -2.4505 4.0539 0.4257 -0.29
C -0.6103 -0.0676 -0.9057 -1.02
C -1.3338 -1.2652 -0.2148 1.53
C -1.2958 -2.4636 -1.1643 -1.37
C -2.8233 -0.9000 -0.0428 -1.94
N -0.8289 -1.5831 1.1590 0.78
O -1.0275 -2.8247 1.4374 -0.72
H -0.1723 -1.4893 3.4420 0.22
H 1.4209 -0.7513 3.4319 0.29
H 1.2203 -2.5051 3.0893 0.35
H 2.5686 -1.4300 0.7870 0.37
H 1.4310 -1.9047 -0.4391 0.03
H 1.7369 -2.9574 0.9860 0.47
H 0.0334 0.7724 2.1239 0.45
H 1.6899 0.6010 1.5571 0.71
H 2.2670 1.7220 -0.1603 0.75
H 2.1084 0.1796 -1.0096 0.29
H 0.5694 1.5466 -2.6527 0.57
H 1.2818 2.9599 -1.9219 0.50
H 3.6353 0.0953 -3.3492 0.38
H 0.9996 1.5752 -5.2874 0.52
H -1.0337 0.3028 -5.9795 0.40
H -1.2848 -2.0451 -5.3351 0.43
H 0.4739 -3.1625 -3.9732 0.41
H 2.4519 -1.9059 -3.2538 0.26
H 0.3410 2.9335 0.5631 0.72
H -0.7077 2.6514 -0.8383 0.55
H -1.4013 0.5511 -1.3285 0.18
H -0.0343 -0.4457 -1.7510 -0.64
H -2.0340 -3.2153 -0.9045 0.38
H -0.3063 -2.9090 -1.2510 0.22
H -1.5583 -2.0788 -2.1527 0.38
H -3.2179 -0.4858 -0.9699 0.43
H -3.3879 -1.8143 0.1452 0.49
H -2.9775 -0.2225 0.7940 0.30
Cl -1.6960 -0.2109 4.6622 -0.05
C -1.6169 0.0646 6.4221 -0.59
C -0.5120 1.0182 6.7938 -0.43
Cl 1.1035 0.3183 6.5108 -0.18
H -1.4894 -0.9014 6.9035 0.34
H -2.5755 0.4820 6.7258 0.32
H -0.5759 1.2541 7.8546 0.35
H -0.5791 1.9421 6.2253 0.28
```

For the highest occupied orbital energy (spin up / spin down), the calculation gives -8.5333 / -9.0345 eV. Its expectation value of S² is 0.7539. The spin multiplicity is 2. The orbital gap (spin up / spin down) is 9.1 / 9.3 eV. The value obtained for the lowest unoccupied orbital energy (spin up / spin down) is 0.57 / 0.30 eV.

---

No. 2
C22H32ClFN4O4P | wB97M-V/def2-TZVPD

Structure (XYZ):
```
65
Properties=species:S:1:pos:R:3:mulliken_charge:R:1
C 0.1762 -4.6251 -0.5402 -1.04
C 0.8025 -3.5020 -1.4866 -0.47
P -0.0898 -1.8467 -1.4149 0.06
C -1.9448 -2.1175 -1.6684 -0.48
C -2.7071 -0.7819 -1.3265 -1.16
C 0.0347 -1.1152 0.3284 -0.14
N -0.5464 -1.7587 1.3649 0.76
N -0.6251 -1.4281 2.6390 -1.25
C -0.0016 -0.2566 2.8369 0.90
C -0.0804 0.2568 4.3080 0.41
C 1.1270 0.3082 5.1746 -0.32
C 0.8163 0.7753 6.5234 -0.48
C -0.5027 1.1587 6.9986 -0.31
N -1.5795 1.1227 6.1693 -0.58
C -1.3281 0.6732 4.9212 -0.17
C 0.7303 0.5968 1.8945 0.02
C 1.4103 1.9039 2.3824 -1.61
C 0.3957 3.1058 2.6196 -0.44
C 1.1647 4.1992 3.4913 -0.48
Cl 1.6537 5.6531 2.5053 -0.20
C 0.7672 0.1386 0.4902 0.09
C 1.4609 0.9226 -0.6436 -1.30
C 2.8610 0.3540 -1.0739 1.05
O 3.7420 0.2290 0.0639 -0.57
C 3.5850 1.2481 -2.1789 -0.95
N 2.9208 2.5252 -2.4890 -0.60
H -0.8754 -4.4101 -0.2218 0.25
H 0.7733 -4.7799 0.4018 0.26
H 0.1848 -5.6103 -1.0797 0.32
H 0.7764 -3.9146 -2.5343 0.45
H 1.8858 -3.4262 -1.2142 0.33
H -2.1089 -2.4285 -2.7264 0.40
H -2.2905 -2.9256 -0.9604 0.57
H -2.5489 -0.4319 -0.2722 0.36
H -2.3031 0.0258 -2.0009 0.22
H -3.8132 -0.9205 -1.4524 0.38
H -1.0079 -2.6503 1.1409 0.30
H 2.1405 0.0161 4.8321 0.52
H 1.6666 0.8563 7.2465 0.34
H -0.6621 1.4910 8.0528 0.36
H -2.2265 0.6121 4.2482 0.35
H 2.1031 1.7516 3.2517 0.53
H 2.0809 2.2344 1.5382 0.44
H -0.5750 2.7996 3.0742 0.34
H 0.2671 3.5918 1.6112 0.40
H 2.0952 3.8011 3.9616 0.31
H 0.4671 4.5756 4.2791 0.35
H 0.7909 0.8412 -1.5494 0.37
H 1.4872 2.0084 -0.3745 0.65
H 2.7082 -0.6695 -1.5176 -0.14
H 3.7360 -0.7170 0.2864 0.36
H 4.6247 1.4801 -1.8416 0.31
H 3.6655 0.6555 -3.1264 0.36
H 2.8201 3.1193 -1.6688 0.29
H 2.0410 2.3965 -2.9846 0.30
C -4.1736 -0.7839 -5.8250 -0.43
C -3.2191 -0.6388 -6.9734 0.29
O -2.0168 -0.2395 -6.3374 -0.32
C -2.0571 -0.7825 -5.0917 0.59
O -1.1115 -0.8840 -4.3729 -0.46
O -3.3099 -1.2034 -4.7682 -0.25
F -3.6124 0.3428 -7.8147 -0.28
H -4.6486 0.1611 -5.5525 0.29
H -4.9492 -1.5240 -6.0166 0.26
H -3.0473 -1.5592 -7.5368 0.29
```

For the highest occupied orbital energy, the calculation gives -11.4768 eV. As for the total charge: +1. The orbital gap is 7.2 eV. The value obtained for the lowest unoccupied orbital energy is -4.31 eV.

---

No. 3
C22H32CrN6O3S2 | wB97M-V/def2-TZVPD

Structure (XYZ):
```
66
Properties=species:S:1:pos:R:3:mulliken_charge:R:1
Cr 1.2215 -0.0160 0.1761 0.17
C 2.0828 -1.0871 1.6773 -0.85
N 2.5312 0.2580 1.7651 1.15
C 1.9975 1.1853 2.7687 -1.41
C 1.3186 2.3460 2.0661 -0.91
N 0.2334 1.8226 1.2059 1.46
C -0.9745 1.6389 2.0408 -1.63
C -0.1481 2.7469 0.1378 -0.45
C -0.1749 4.1113 0.3896 -0.38
C -0.6125 5.0182 -0.5645 -0.98
C -1.0521 4.5379 -1.7891 -0.61
C -1.0322 3.1778 -2.0447 -0.96
C -0.5796 2.2425 -1.1052 1.16
S -0.4980 0.5388 -1.5333 -0.34
C 3.8846 0.5492 1.3476 -1.03
C 4.9431 0.1609 2.1539 -0.20
C 6.2484 0.4725 1.8018 -0.87
C 6.4655 1.1905 0.6296 -0.41
C 5.4068 1.5771 -0.1712 -0.82
C 4.0769 1.2649 0.1614 1.19
S 2.7242 1.7046 -0.8181 -0.50
H 2.8152 -1.8814 1.8087 0.29
H 2.4216 -1.9717 -0.5082 0.22
H 1.1453 -1.2413 2.2241 0.25
H 2.8018 1.5629 3.4086 0.45
H 1.2981 0.6314 3.3965 0.47
H 2.0382 2.8599 1.4318 0.66
H 0.9264 3.0475 2.8158 0.44
H -1.2710 2.6075 2.4632 0.37
H -0.7795 0.9251 2.8360 0.46
H -1.7784 1.2310 1.4369 0.19
H 0.1642 4.4777 1.3506 0.33
H -0.6031 6.0804 -0.3539 0.37
H -1.3961 5.2236 -2.5551 0.35
H -1.3420 2.8038 -3.0136 0.35
H 4.7312 -0.3961 3.0611 0.41
H 7.0776 0.1599 2.4242 0.37
H 7.4775 1.4430 0.3318 0.35
H 5.5857 2.1211 -1.0905 0.40
N 0.0788 -2.7630 -0.3730 -0.08
C -1.3595 -2.6112 -0.4096 0.46
C -2.0515 -3.9829 -0.2531 -1.16
C -3.5784 -4.0568 -0.3296 -1.17
C -4.2161 -3.4713 -1.5892 -0.77
N -4.1764 -2.0226 -1.4880 -0.26
C -3.9228 -1.2467 -2.5144 0.90
N -4.1469 -1.6547 -3.7881 -0.44
N -3.4292 -0.0243 -2.3157 -0.23
C -1.8218 -1.5637 0.6454 0.25
O -3.0761 -1.2441 0.6395 -0.87
O -0.9854 -1.0513 1.3617 -0.51
H 0.6464 -2.3605 -1.1035 0.38
H 0.4175 -3.6404 -0.0216 0.21
H -1.6449 -2.1903 -1.3781 0.09
H -1.7514 -4.4078 0.7118 0.46
H -1.6145 -4.6380 -1.0146 0.39
H -4.0281 -3.5693 0.5372 0.35
H -3.8649 -5.1131 -0.2702 0.47
H -5.2514 -3.8192 -1.6721 0.35
H -3.6794 -3.8171 -2.4818 0.45
H -3.6895 -1.6605 -0.4995 0.26
H -4.5842 -2.5383 -3.9631 0.21
H -3.8326 -1.1083 -4.5674 0.19
H -2.9188 0.1493 -1.4511 -0.01
H -3.0939 0.5132 -3.0961 0.24
O 2.1993 -1.2320 -1.0792 -0.66
```

For the highest occupied orbital energy (spin up / spin down), the calculation gives -3.4009 / -2.9395 eV. For the energy relative to the best compared isomer or geometry (same formula, charge and spin), the calculation gives 60.7 kcal per mole. As for the total charge: -1. Its expectation value of S² is 0.8377. The spin multiplicity is 2. The orbital gap (spin up / spin down) is 5.6 / 5.1 eV. The value obtained for the lowest unoccupied orbital energy (spin up / spin down) is 2.18 / 2.18 eV.

---

| no. | E_tot (hartree) |
| --- | --- |
| 1 | -2412.68034 |
| 2 | -2278.56943 |
| 3 | -3252.68891 |